i.
{"formula": "C2H2BrClO", "method": "wB97M-V/def2-TZVPD", "homo_ev": [-9.4, -8.4], "total_charge": 0, "lumo_energy_ev": [-0.4, -3.8], "elements": ["C", "C", "O", "Cl", "Br", "H", "H"], "positions_angstrom": [[0.481, -1.215, 0.043], [0.504, 0.734, 0.052], [-0.196, -1.507, -0.850], [2.037, 1.537, 0.040], [-3.375, 1.049, 0.241], [0.920, -1.697, 0.944], [-0.371, 1.099, -0.470]]}



ii.
{"formula": "C2H2BrClO", "method": "wB97M-V/def2-TZVPD", "homo_ev": -8.9, "smiles": "Cl/C=C/OBr", "total_charge": 0, "lumo_energy_ev": -1.2, "elements": ["Cl", "C", "C", "O", "Br", "H", "H"], "positions_angstrom": [[1.784, -0.205, 1.762], [1.009, -0.412, 0.263], [-0.124, 0.191, -0.038], [-0.861, -0.048, -1.111], [-2.471, 0.826, -1.277], [1.415, -1.191, -0.258], [-0.752, 0.839, 0.660]]}



Unit: kcal/mol. Relative energies: i 53.4; ii 0.0.



i.
{"formula": "C3H4N4", "method": "wB97M-V/def2-TZVPD", "homo_ev": -9.2, "smiles": "Nc1cncnn1", "total_charge": 0, "lumo_energy_ev": 0.2, "elements": ["N", "C", "C", "N", "C", "N", "N", "H", "H", "H", "H"], "positions_angstrom": [[-1.085, 0.629, -1.540], [-0.366, 0.306, -0.433], [0.042, -1.020, -0.162], [0.814, -1.284, 0.863], [1.136, -0.222, 1.625], [0.697, 1.012, 1.462], [-0.068, 1.290, 0.414], [-1.274, -0.045, -2.261], [-1.410, 1.576, -1.644], [-0.292, -1.850, -0.786], [1.806, -0.391, 2.462]]}



ii.
{"formula": "C3H4N4", "method": "wB97M-V/def2-TZVPD", "homo_ev": -8.3, "total_charge": 0, "lumo_energy_ev": 0.5, "elements": ["N", "C", "C", "N", "C", "N", "N", "H", "H", "H", "H"], "positions_angstrom": [[-1.501, 0.520, 1.344], [-0.441, 0.307, 0.533], [0.342, -0.793, 0.588], [1.365, -0.866, -0.335], [1.515, -0.320, -1.442], [0.344, 0.737, -2.016], [-0.517, 1.068, -1.260], [-1.936, -0.233, 1.869], [-1.974, 1.405, 1.370], [0.335, -1.614, 1.320], [2.469, -0.212, -1.970]]}



iii.
{"formula": "C3H4N4", "method": "wB97M-V/def2-TZVPD", "homo_ev": -10.2, "smiles": "[H]/N=C/n1cncn1", "total_charge": 0, "lumo_energy_ev": 0.1, "elements": ["H", "N", "C", "N", "C", "N", "C", "N", "H", "H", "H"], "positions_angstrom": [[-3.142, -0.170, -0.005], [-2.314, -0.662, 0.191], [-1.424, 0.274, -0.189], [-0.020, 0.112, 0.002], [1.117, 0.979, 0.002], [2.176, 0.186, 0.140], [1.708, -1.054, -0.113], [0.456, -1.124, -0.058], [-1.667, 1.338, -0.204], [0.754, 2.092, 0.132], [2.357, -1.971, 0.102]]}



Unit: kcal/mol. Relative energies: i 0.0; ii 71.3; iii 35.0.



i.
{"formula": "C2H6N3O2", "method": "wB97M-V/def2-TZVPD", "homo_ev": [-11.9, -14.2], "spin_multiplicity": 3, "total_charge": 1, "lumo_energy_ev": [-4.2, -7.0], "elements": ["C", "C", "N", "N", "N", "O", "O", "H", "H", "H", "H", "H", "H"], "positions_angstrom": [[1.381, 0.099, -0.090], [0.162, 0.647, -0.167], [-0.445, 1.743, -0.124], [-1.526, -0.550, 0.171], [1.771, -0.857, 0.756], [-2.348, 0.215, 0.581], [-2.000, -1.531, -0.653], [1.914, 0.361, -0.970], [-1.285, 1.861, -0.646], [-0.212, 2.546, 0.429], [1.076, -1.339, 1.256], [2.717, -1.185, 0.598], [-1.205, -2.010, -1.141]]}



ii.
{"formula": "C2H6N3O2", "method": "wB97M-V/def2-TZVPD", "homo_ev": [-12.4, -13.8], "spin_multiplicity": 3, "total_charge": 1, "lumo_energy_ev": [-5.2, -7.4], "elements": ["C", "C", "N", "N", "N", "O", "O", "H", "H", "H", "H", "H", "H"], "positions_angstrom": [[-0.950, -0.780, -0.225], [2.516, 0.586, -0.219], [1.359, 0.520, 0.308], [-1.847, -0.503, 0.645], [-0.748, -0.760, -1.439], [-1.351, 0.444, 1.550], [-2.826, -1.143, 0.781], [2.635, 0.253, -1.201], [3.154, 0.959, 0.483], [-2.064, 0.821, 2.137], [1.147, 0.993, 1.144], [0.074, -1.280, -1.837], [-1.100, -0.109, -2.127]]}



Unit: kcal/mol. Relative energies: i 0.0; ii 55.9.



i.
{"formula": "BH4NS", "method": "wB97M-V/def2-TZVPD", "homo_ev": -9.1, "total_charge": 0, "lumo_energy_ev": 0.5, "elements": ["B", "N", "S", "H", "H", "H", "H"], "positions_angstrom": [[-0.085, 0.189, 0.176], [0.997, -0.131, -0.632], [-1.832, 0.269, -0.261], [0.646, 0.408, 1.816], [1.999, 0.107, -0.355], [0.856, -0.605, -1.561], [-2.580, -0.237, 0.817]]}



ii.
{"formula": "BH4NS", "method": "wB97M-V/def2-TZVPD", "homo_ev": -9.1, "total_charge": 0, "lumo_energy_ev": 0.5, "elements": ["B", "N", "S", "H", "H", "H", "H"], "positions_angstrom": [[-0.062, -0.210, -0.155], [0.792, 0.900, -0.099], [-1.745, -0.045, 0.026], [0.983, -2.032, -0.083], [1.714, 0.812, 0.129], [0.437, 1.811, 0.227], [-2.119, -1.236, -0.045]]}



Unit: kcal/mol. Relative energies: i 0.0; ii 22.7.



i.
{"formula": "C9H24O3", "method": "wB97M-V/def2-TZVPD", "homo_ev": -10.1, "smiles": "CC(C)O.CC(C)O.CC(C)O", "total_charge": 0, "lumo_energy_ev": 0.7, "elements": ["C", "C", "C", "O", "H", "H", "H", "H", "H", "H", "H", "H", "C", "C", "C", "O", "H", "H", "H", "H", "H", "H", "H", "H", "C", "C", "C", "O", "H", "H", "H", "H", "H", "H", "H", "H"], "positions_angstrom": [[1.724, 0.754, -0.280], [2.803, 1.721, 0.272], [3.282, 2.672, -0.814], [2.262, 2.457, 1.379], [2.222, -0.096, -0.747], [1.243, 1.328, -1.075], [1.011, 0.512, 0.501], [3.698, 1.161, 0.570], [3.646, 2.084, -1.658], [4.120, 3.263, -0.441], [2.490, 3.330, -1.171], [2.181, 1.807, 2.085], [1.209, -4.111, 2.809], [0.325, -3.708, 1.649], [-0.304, -2.358, 1.804], [1.026, -3.771, 0.389], [1.914, -3.313, 3.057], [1.765, -5.031, 2.618], [0.592, -4.302, 3.689], [-0.464, -4.473, 1.565], [0.447, -1.568, 1.876], [-0.788, -2.340, 2.787], [-1.054, -2.153, 1.046], [1.749, -4.396, 0.481], [-3.683, 1.295, -2.929], [-3.412, 1.509, -1.437], [-1.963, 1.825, -1.207], [-4.241, 2.591, -0.985], [-3.438, 0.252, -3.175], [-3.092, 1.920, -3.596], [-4.755, 1.352, -3.112], [-3.748, 0.610, -0.924], [-1.675, 2.759, -1.702], [-1.254, 1.090, -1.598], [-1.674, 1.974, -0.163], [-4.165, 3.354, -1.561]]}



ii.
{"formula": "C9H24O3", "method": "wB97M-V/def2-TZVPD", "homo_ev": -8.6, "total_charge": 0, "lumo_energy_ev": 0.6, "elements": ["C", "C", "C", "O", "H", "H", "H", "H", "H", "H", "H", "H", "C", "C", "C", "O", "H", "H", "H", "H", "H", "H", "H", "H", "C", "C", "C", "O", "H", "H", "H", "H", "H", "H", "H", "H"], "positions_angstrom": [[25.214, -2.938, 22.685], [25.972, -4.219, 22.971], [27.443, -3.982, 23.521], [25.242, -4.848, 23.950], [25.365, -2.080, 23.341], [24.127, -3.023, 22.684], [25.656, -2.425, 21.831], [25.997, -4.787, 22.041], [27.480, -3.317, 24.383], [27.929, -3.437, 22.712], [28.057, -4.879, 23.609], [24.981, -4.256, 24.659], [23.574, -8.001, 25.565], [23.786, -6.773, 24.572], [23.388, -5.408, 25.126], [25.186, -6.702, 24.458], [24.001, -8.846, 25.025], [22.501, -8.105, 25.726], [24.085, -7.912, 26.523], [23.265, -7.054, 23.657], [22.304, -5.303, 25.151], [23.685, -4.616, 24.439], [23.840, -5.110, 26.072], [25.471, -5.945, 23.940], [28.001, -6.912, 25.299], [26.927, -6.494, 26.507], [26.317, -5.094, 26.404], [25.903, -7.479, 26.408], [28.775, -7.640, 25.541], [28.448, -6.045, 24.812], [27.446, -7.435, 24.520], [27.451, -6.597, 27.457], [26.757, -4.326, 27.040], [25.260, -5.142, 26.665], [26.378, -4.623, 25.422], [25.525, -7.227, 25.562]]}



Unit: kcal/mol. Relative energies: i 0.0; ii 153.3.



i.
{"formula": "C3H2O2", "method": "wB97M-V/def2-TZVPD", "homo_ev": -11.1, "total_charge": 0, "lumo_energy_ev": -0.5, "elements": ["C", "C", "C", "O", "O", "H", "H"], "positions_angstrom": [[1.944, 0.278, -0.019], [2.850, 1.146, 0.082], [1.062, -0.669, -0.125], [0.333, -1.545, -0.232], [-1.711, 0.284, 0.244], [-2.528, 0.230, 0.736], [-1.951, 0.275, -0.687]]}



ii.
{"formula": "C3H2O2", "method": "wB97M-V/def2-TZVPD", "homo_ev": -9.6, "smiles": "O=CC#CO", "total_charge": 0, "lumo_energy_ev": 0.1, "elements": ["O", "C", "C", "C", "O", "H", "H"], "positions_angstrom": [[-2.357, -0.813, -1.342], [-1.677, 0.199, -1.353], [-0.544, 0.187, -0.559], [0.279, -0.372, 0.292], [1.129, -0.501, 1.233], [-1.634, 1.088, -1.971], [0.699, -1.156, 1.790]]}



Unit: kcal/mol. Relative energies: i 2.6; ii 0.0.



i.
{"formula": "CHCl2NO", "method": "wB97M-V/def2-TZVPD", "homo_ev": -10.3, "smiles": "Cl/C=N/OCl", "total_charge": 0, "lumo_energy_ev": -0.2, "elements": ["Cl", "C", "N", "O", "Cl", "H"], "positions_angstrom": [[2.251, -1.175, 0.127], [0.951, -0.092, -0.081], [-0.233, -0.449, 0.150], [-1.281, 0.750, 0.100], [-2.782, -0.012, 0.051], [1.094, 0.979, -0.346]]}



ii.
{"formula": "CHCl2NO", "method": "wB97M-V/def2-TZVPD", "homo_ev": -8.7, "total_charge": 0, "lumo_energy_ev": -0.4, "elements": ["C", "N", "O", "Cl", "Cl", "H"], "positions_angstrom": [[1.088, 0.280, -0.063], [-1.461, -0.101, 0.700], [1.882, 0.516, -0.915], [-2.042, -1.163, -0.443], [-0.566, 1.111, 0.090], [1.099, -0.644, 0.632]]}



Unit: kcal/mol. Relative energies: i 0.0; ii 23.1.



i.
{"formula": "C3H6N4S", "method": "wB97M-V/def2-TZVPD", "homo_ev": -9.5, "smiles": "[H]/N=C\\N=C/N(S)/C=N\\[H]", "total_charge": 0, "lumo_energy_ev": -0.3, "elements": ["H", "N", "C", "N", "C", "N", "S", "C", "N", "H", "H", "H", "H", "H"], "positions_angstrom": [[-1.141, 1.580, 3.242], [-0.132, 1.184, 2.962], [-0.055, 1.080, 1.634], [-0.869, 1.436, 0.650], [-0.597, 0.917, -0.559], [0.223, -0.120, -0.986], [0.243, -0.414, -2.747], [0.115, -1.435, -0.366], [0.614, -2.595, -0.366], [1.213, -2.907, -1.155], [0.915, 0.944, 1.416], [-1.298, 1.262, -1.348], [1.417, 0.246, -2.824], [-0.649, -1.177, 0.446]]}



ii.
{"formula": "C3H6N4S", "method": "wB97M-V/def2-TZVPD", "homo_ev": -8.0, "smiles": "[H]/N=c1\\n(S)cnn1C", "total_charge": 0, "lumo_energy_ev": 0.5, "elements": ["H", "N", "C", "N", "S", "C", "N", "N", "C", "H", "H", "H", "H", "H"], "positions_angstrom": [[-1.174, 2.272, -0.330], [-0.231, 1.868, -0.042], [-0.287, 0.581, -0.103], [-1.313, -0.364, -0.088], [-2.952, 0.036, -0.128], [-0.732, -1.615, -0.058], [0.595, -1.574, -0.072], [0.846, -0.251, -0.047], [2.209, 0.238, -0.052], [-3.195, 0.026, 1.213], [-1.352, -2.520, -0.145], [2.009, 1.324, -0.038], [2.711, -0.101, -0.955], [2.866, 0.079, 0.845]]}



Unit: kcal/mol. Relative energies: i 50.6; ii 0.0.